Version a
Below is a cluster of 2 separate species, C5H14 in total, with properties calculated with ωB97M-V with the def2-TZVPD basis set.

Each line ends with the Mulliken charge.
Geometry (Å):
1 C 1.764 -0.797 -0.642  -1.050
2 C 1.842 0.706 -0.633  -0.061
3 C 2.045 1.125 -2.090  -1.104
4 H 2.649 -1.025 -1.334  0.354
5 H 0.817 -1.290 -1.076  0.241
6 H 2.083 -1.208 0.341  0.281
7 H 0.993 1.120 -0.153  0.231
8 H 2.765 1.126 -0.005  0.214
9 H 2.716 0.470 -2.604  0.334
10 H 1.086 0.997 -2.605  0.280
11 H 2.429 2.194 -2.364  0.280
12 C -2.558 -1.194 1.828  -0.696
13 C -2.711 0.380 1.558  -0.702
14 H -2.753 -1.534 2.855  0.280
15 H -3.288 -1.870 1.198  0.230
16 H -1.526 -1.419 1.501  0.179
17 H -3.749 0.744 2.032  0.234
18 H -1.849 1.026 1.783  0.267
19 H -2.756 0.450 0.409  0.208

Summary:
M = 74.167 g/mol
charge = 0
frontier orbital gap = 12.21 eV
highest occupied orbital energy = -11.21 eV
E_LUMO = 1.00 eV
SMILES string = CCC.CC

Version b
Below is a cluster of 2 separate species, C5H14 in total, with properties calculated with ωB97M-V with the def2-TZVPD basis set.

Each line ends with the Mulliken charge.
Geometry (Å):
1 C -0.211 -0.657 2.524  -1.115
2 C 0.356 0.161 1.297  0.528
3 C 1.896 0.245 1.379  -1.339
4 H -0.099 -0.105 3.449  0.325
5 H -1.371 -0.912 2.569  0.279
6 H 0.275 -1.581 2.569  0.328
7 H 0.011 -0.159 0.312  -0.334
8 H 0.113 1.315 1.580  0.180
9 H 2.178 -0.618 0.943  0.424
10 H 2.304 0.932 0.616  0.342
11 H 2.363 0.399 2.367  0.348
12 C -1.673 0.092 -2.176  -0.700
13 C -0.372 0.164 -2.935  -0.700
14 H -2.408 -0.437 -2.729  0.343
15 H -1.369 -0.577 -1.335  0.147
16 H -1.960 1.074 -1.835  0.244
17 H -0.263 -0.585 -3.642  0.304
18 H 0.398 0.136 -2.066  0.083
19 H -0.144 1.084 -3.333  0.315

Summary:
M = 74.167 g/mol
charge = 0
frontier orbital gap = 11.88 eV
highest occupied orbital energy = -10.78 eV
E_LUMO = 1.10 eV
SMILES string = CCC.CC

Order of stability, best first: version a, version b

Version a
Below is a cluster of 2 separate species, C5H14 in total, with properties calculated with ωB97M-V with the def2-TZVPD basis set.

Each line ends with the Mulliken charge.
Geometry (Å):
1 C 0.061 1.534 -1.117  -1.177
2 C -1.235 0.751 -1.396  -0.176
3 C -2.337 0.824 -0.309  -0.983
4 H 0.231 1.496 -0.040  0.335
5 H 0.030 2.572 -1.435  0.353
6 H 0.902 0.977 -1.519  0.270
7 H -1.679 1.081 -2.337  0.369
8 H -0.907 -0.280 -1.528  0.207
9 H -1.946 1.373 0.543  0.282
10 H -3.260 1.260 -0.678  0.325
11 H -2.525 -0.198 0.021  0.248
12 C 1.751 -1.750 1.906  -0.955
13 C 1.395 -1.128 0.555  -0.530
14 H 1.660 -2.834 1.852  0.271
15 H 2.775 -1.553 2.233  0.267
16 H 1.143 -1.328 2.696  0.297
17 H 2.268 -0.772 0.001  0.350
18 H 0.807 -0.225 0.671  -0.065
19 H 0.869 -1.800 -0.119  0.313

Summary:
M = 74.167 g/mol
charge = 0
frontier orbital gap = 12.48 eV
highest occupied orbital energy = -11.34 eV
E_LUMO = 1.14 eV
SMILES string = CCC.CC

Version b
Below is a cluster of 2 separate species, C5H14 in total, with properties calculated with ωB97M-V with the def2-TZVPD basis set.

Each line ends with the Mulliken charge.
Geometry (Å):
1 C 1.241 0.213 -1.372  -0.866
2 C 0.105 1.007 -2.016  -0.373
3 C -1.166 0.158 -2.331  -0.867
4 H 1.327 -0.850 -1.558  0.359
5 H 2.321 0.462 -1.391  0.383
6 H 1.195 0.085 -0.228  0.076
7 H 0.337 1.624 -2.833  0.443
8 H -0.076 1.727 -1.169  0.236
9 H -1.801 0.156 -1.477  0.252
10 H -0.758 -0.887 -2.773  0.252
11 H -1.622 0.733 -3.159  0.257
12 C 0.422 -0.812 2.088  -0.424
13 C -0.791 -0.353 2.999  -0.754
14 H 0.634 -1.924 1.944  0.324
15 H 0.490 -0.309 1.176  -0.312
16 H 1.358 -0.392 2.535  0.298
17 H -0.959 -1.020 3.910  0.264
18 H -0.610 0.720 3.327  0.223
19 H -1.647 -0.336 2.328  0.229

Summary:
M = 74.167 g/mol
charge = 0
frontier orbital gap = 11.89 eV
highest occupied orbital energy = -10.84 eV
E_LUMO = 1.05 eV
SMILES string = CCC.CC

Version c
Below is a cluster of 2 separate species, C5H14 in total, with properties calculated with ωB97M-V with the def2-TZVPD basis set.

Each line ends with the Mulliken charge.
Geometry (Å):
1 C 0.185 -0.982 -1.062  -0.859
2 C 1.718 -0.739 -1.169  -0.327
3 C 2.431 -1.040 0.177  -1.004
4 H -0.396 -0.865 -0.106  0.009
5 H 0.150 -2.099 -0.960  0.324
6 H -0.430 -0.370 -1.693  0.348
7 H 1.965 -1.380 -1.996  0.270
8 H 1.991 0.284 -1.492  0.344
9 H 2.385 -2.146 0.290  0.284
10 H 3.505 -0.984 -0.133  0.292
11 H 2.191 -0.470 1.050  0.326
12 C -2.042 1.796 0.347  -0.627
13 C -2.125 0.906 1.601  -0.808
14 H -2.860 2.420 0.066  0.367
15 H -1.175 2.445 0.287  0.265
16 H -1.804 1.070 -0.454  0.022
17 H -1.434 0.086 1.716  0.278
18 H -3.141 0.515 1.732  0.241
19 H -1.877 1.543 2.494  0.253

Summary:
M = 74.167 g/mol
charge = 0
frontier orbital gap = 11.79 eV
highest occupied orbital energy = -10.69 eV
E_LUMO = 1.10 eV
SMILES string = CCC.CC

Version d
Below is a cluster of 2 separate species, C5H14 in total, with properties calculated with ωB97M-V with the def2-TZVPD basis set.

Each line ends with the Mulliken charge.
Geometry (Å):
1 C -2.655 1.302 -0.543  -1.004
2 C -1.737 0.078 -0.953  -0.173
3 C -1.480 -0.927 0.206  -0.878
4 H -3.571 1.182 -0.878  0.333
5 H -2.819 1.367 0.611  0.233
6 H -2.138 2.133 -0.968  0.287
7 H -2.238 -0.388 -1.837  0.294
8 H -0.821 0.539 -1.419  0.213
9 H -1.919 -0.646 1.111  0.360
10 H -1.581 -1.892 -0.105  0.354
11 H -0.459 -0.802 0.815  -0.016
12 C 2.552 -0.745 1.103  -0.685
13 C 3.076 0.306 0.080  -0.628
14 H 3.289 -1.581 1.067  0.267
15 H 2.506 -0.295 2.143  0.249
16 H 1.691 -1.237 0.805  0.151
17 H 2.141 0.536 -0.510  0.076
18 H 3.720 -0.072 -0.727  0.266
19 H 3.671 1.069 0.533  0.301

Summary:
M = 74.167 g/mol
charge = 0
frontier orbital gap = 11.92 eV
highest occupied orbital energy = -10.77 eV
E_LUMO = 1.15 eV
SMILES string = CCC.CC

Order of stability, best first: version a, version c, version b, version d

Version a
Below is a cluster of 2 separate species, C5H14 in total, with properties calculated with ωB97M-V with the def2-TZVPD basis set.

Each line ends with the Mulliken charge.
Geometry (Å):
1 C -1.811 0.112 -0.684  -0.830
2 C -1.173 -0.747 -1.815  -0.171
3 C -0.017 -1.615 -1.314  -0.967
4 H -1.038 0.418 0.033  -0.020
5 H -2.493 -0.466 -0.069  0.299
6 H -2.284 1.014 -1.072  0.353
7 H -1.985 -1.395 -2.151  0.206
8 H -0.937 -0.029 -2.594  0.333
9 H 0.080 -1.652 -0.226  0.235
10 H -0.228 -2.649 -1.550  0.346
11 H 0.928 -1.304 -1.758  0.231
12 C 1.631 0.338 1.701  -0.536
13 C 1.231 1.805 1.921  -0.938
14 H 2.230 -0.091 2.503  0.355
15 H 0.734 -0.217 1.431  0.010
16 H 2.284 0.265 0.825  0.231
17 H 1.320 2.363 0.988  0.259
18 H 1.885 2.308 2.630  0.333
19 H 0.177 1.908 2.184  0.272

Summary:
M = 74.167 g/mol
charge = 0
frontier orbital gap = 12.47 eV
highest occupied orbital energy = -11.32 eV
E_LUMO = 1.15 eV
SMILES string = CCC.CC

Version b
Below is a cluster of 2 separate species, C5H14 in total, with properties calculated with ωB97M-V with the def2-TZVPD basis set.

Each line ends with the Mulliken charge.
Geometry (Å):
1 C -2.370 0.864 1.561  -0.947
2 C -2.766 -0.377 0.767  -0.176
3 C -1.667 -0.850 -0.194  -1.229
4 H -2.372 0.680 2.635  0.273
5 H -3.006 1.731 1.394  0.280
6 H -1.361 1.188 1.317  0.261
7 H -2.981 -1.220 1.434  0.252
8 H -3.691 -0.232 0.221  0.309
9 H -1.992 -1.649 -0.859  0.363
10 H -1.316 -0.023 -0.830  0.307
11 H -0.800 -1.139 0.400  0.307
12 C 3.487 -0.473 -0.850  -0.811
13 C 2.575 0.713 -1.078  -0.769
14 H 4.079 -0.656 -1.754  0.256
15 H 4.223 -0.313 -0.055  0.275
16 H 2.948 -1.386 -0.584  0.261
17 H 3.087 1.565 -1.525  0.321
18 H 1.814 0.441 -1.815  0.228
19 H 2.106 1.135 -0.184  0.239

Summary:
M = 74.167 g/mol
charge = 0
frontier orbital gap = 12.39 eV
highest occupied orbital energy = -11.30 eV
E_LUMO = 1.10 eV
SMILES string = CCC.CC

Order of stability, best first: version b, version a

Version a
Below is a cluster of 2 separate species, C5H14 in total, with properties calculated with ωB97M-V with the def2-TZVPD basis set.

Each line ends with the Mulliken charge.
Geometry (Å):
1 C -2.498 -0.938 -1.330  -1.252
2 C -1.508 -0.680 -0.191  -0.184
3 C -0.090 -1.091 -0.568  -1.092
4 H -3.414 -0.361 -1.232  0.368
5 H -2.650 -2.008 -1.438  0.302
6 H -2.069 -0.539 -2.254  0.332
7 H -1.542 0.373 0.095  0.256
8 H -1.823 -1.192 0.723  0.250
9 H 0.543 -0.232 -0.781  0.230
10 H 0.482 -1.496 0.276  0.351
11 H -0.020 -1.847 -1.341  0.425
12 C 2.561 0.867 0.873  -0.868
13 C 1.354 1.761 1.173  -0.330
14 H 3.021 0.467 1.779  0.286
15 H 2.334 -0.079 0.373  0.256
16 H 3.259 1.355 0.210  0.293
17 H 1.589 2.759 0.848  0.287
18 H 1.095 1.734 2.232  0.269
19 H 0.447 1.339 0.739  -0.180

Summary:
M = 74.167 g/mol
charge = 0
frontier orbital gap = 12.41 eV
highest occupied orbital energy = -11.22 eV
E_LUMO = 1.19 eV
SMILES string = CCC.CC

Version b
Below is a cluster of 2 separate species, C5H14 in total, with properties calculated with ωB97M-V with the def2-TZVPD basis set.

Each line ends with the Mulliken charge.
Geometry (Å):
1 C 0.743 0.050 -2.312  -1.110
2 C -0.045 1.224 -1.745  -0.221
3 C 0.552 1.718 -0.415  -0.673
4 H 0.638 -0.861 -1.714  0.286
5 H 1.818 0.239 -2.312  0.309
6 H 0.434 -0.155 -3.336  0.313
7 H 0.053 2.022 -2.474  0.307
8 H -1.103 1.055 -1.558  0.274
9 H 0.104 2.680 -0.169  0.325
10 H 0.192 1.070 0.384  -0.180
11 H 1.639 1.741 -0.358  0.338
12 C -0.772 -0.896 1.565  -0.642
13 C -0.479 -1.925 2.677  -1.082
14 H -1.535 -0.187 1.883  0.366
15 H 0.169 -0.393 1.407  0.197
16 H -1.160 -1.441 0.713  0.270
17 H 0.337 -2.574 2.349  0.310
18 H -1.321 -2.600 2.850  0.308
19 H -0.207 -1.431 3.606  0.306

Summary:
M = 74.167 g/mol
charge = 0
frontier orbital gap = 12.25 eV
highest occupied orbital energy = -11.12 eV
E_LUMO = 1.13 eV
SMILES string = CCC.CC

Order of stability, best first: version b, version a

Version a
Below is a cluster of 2 separate species, C5H14 in total, with properties calculated with ωB97M-V with the def2-TZVPD basis set.

Each line ends with the Mulliken charge.
Geometry (Å):
1 C -2.599 1.469 0.854  -0.938
2 C -1.209 1.508 1.329  -0.180
3 C -0.498 0.055 1.289  -1.075
4 H -2.979 0.441 0.497  0.252
5 H -2.629 1.988 -0.144  0.262
6 H -3.326 1.784 1.670  0.263
7 H -0.586 2.158 0.618  0.242
8 H -1.143 1.808 2.409  0.264
9 H -0.781 -0.533 2.226  0.324
10 H -0.937 -0.434 0.404  0.260
11 H 0.529 0.208 1.187  0.327
12 C 2.791 -1.341 -1.425  -0.785
13 C 1.274 -1.177 -1.615  -0.736
14 H 3.243 -0.426 -1.559  0.270
15 H 2.999 -1.677 -0.371  0.235
16 H 3.035 -2.074 -2.316  0.253
17 H 0.768 -2.033 -1.070  0.220
18 H 1.085 -1.486 -2.674  0.353
19 H 0.961 -0.238 -1.308  0.188

Summary:
M = 74.167 g/mol
charge = 0
frontier orbital gap = 11.76 eV
highest occupied orbital energy = -10.68 eV
E_LUMO = 1.08 eV
SMILES string = CCC.CC

Version b
Below is a cluster of 2 separate species, C5H14 in total, with properties calculated with ωB97M-V with the def2-TZVPD basis set.

Each line ends with the Mulliken charge.
Geometry (Å):
1 C -0.113 -0.639 -3.032  -1.060
2 C 0.400 -0.293 -1.655  -0.089
3 C -0.858 0.551 -1.128  -1.228
4 H 0.414 0.041 -3.784  0.242
5 H -1.213 -0.676 -3.159  0.308
6 H 0.159 -1.699 -3.229  0.341
7 H 0.504 -1.240 -0.972  0.208
8 H 1.212 0.462 -1.693  0.227
9 H -0.540 1.086 -0.167  0.253
10 H -1.112 1.319 -1.881  0.410
11 H -1.705 -0.027 -0.862  0.375
12 C 0.087 -0.086 1.982  -0.579
13 C 0.670 0.379 3.356  -0.959
14 H -0.759 0.600 1.808  0.237
15 H 0.809 0.033 1.234  0.241
16 H -0.313 -1.205 1.974  0.255
17 H 1.612 -0.133 3.581  0.308
18 H 0.054 -0.002 4.251  0.249
19 H 0.692 1.527 3.376  0.261

Summary:
M = 74.167 g/mol
charge = 0
frontier orbital gap = 11.61 eV
highest occupied orbital energy = -10.50 eV
E_LUMO = 1.11 eV
SMILES string = CCC.CC

Order of stability, best first: version b, version a